1 | # C3H7O2S

2 unconnected molecules or ions with the total composition C3H7O2S (ωB97M-V/def2-TZVPD, the OMol25 dataset).

The HOMO energy is -4.114 eV. As for the multiplicity: 1. The calculation puts the gap between HOMO and LUMO at 7.26 eV. The net charge is -1.

Structure (XYZ):
```
13
C3H7O2S (ωB97M-V/def2-TZVPD)
C 0.94604 0.11866 -1.25338
C -0.36517 0.09401 -0.49406
S -1.75713 0.64733 -1.57898
H 0.93775 -0.67952 -2.01931
H 1.08331 1.03926 -1.82568
H 1.85646 -0.09122 -0.69205
H -0.17004 0.81542 0.28779
H -0.66164 -0.81004 0.02380
H -1.39536 -0.22374 -2.55576
O 0.90098 0.34112 2.08554
C -0.10449 -0.22762 2.56046
O -0.21612 -1.11418 3.42672
H -1.05459 0.09051 2.03491
```

2 | # C3H7O2S

2 unconnected molecules or ions with the total composition C3H7O2S (ωB97M-V/def2-TZVPD, the OMol25 dataset).

The HOMO energy is -2.928 eV. As for the multiplicity: 1. The calculation puts the gap between HOMO and LUMO at 6.92 eV. The net charge is -1.

Structure (XYZ):
```
13
C3H7O2S (ωB97M-V/def2-TZVPD)
O 0.36244 -0.39087 2.70246
C 0.11704 -0.42110 1.51583
C 1.25034 -0.40869 0.49728
C 0.85944 0.45948 -0.72763
S -0.00827 -0.48519 -2.06801
H -0.80259 -0.58888 0.92317
H 2.24413 -0.16527 0.86994
H 1.35010 -1.44663 0.14225
H 0.31523 1.38970 -0.46433
H 1.78966 0.81884 -1.16653
H -2.25299 1.17152 -0.67235
H -2.49421 -0.31669 -1.08729
O -2.73032 0.38378 -0.46480
```

Short version: 1 is the most stable of them.

1 | # C3H7O2S

A molecular structure, C3H7O2S (ωB97M-V/def2-TZVPD, the OMol25 dataset).

The HOMO energy is -3.720 eV. As for the multiplicity: 1. The calculation puts the gap between HOMO and LUMO at 7.58 eV. The net charge is -1.

Structure (XYZ):
```
13
C3H7O2S (ωB97M-V/def2-TZVPD)
C -1.52511 1.17872 -0.12489
C -0.39454 1.04914 0.88818
S -0.27086 -0.62896 1.61629
H -2.42338 0.68312 0.23818
H -1.24864 0.70173 -1.06429
H -1.76795 2.22387 -0.35802
H -0.52112 1.76813 1.69114
H 0.56211 1.28540 0.41581
O 2.68112 -1.59745 -1.75177
C 1.87469 -1.76885 -0.85607
O 0.59799 -1.60785 -0.93684
H 2.22840 -2.06822 0.14813
H 0.20728 -1.21878 0.09415
```

2 | # C3H7O2S

2 unconnected molecules or ions with the total composition C3H7O2S (ωB97M-V/def2-TZVPD, the OMol25 dataset).

The HOMO energy is -3.370 eV. As for the multiplicity: 1. The calculation puts the gap between HOMO and LUMO at 7.43 eV. The net charge is -1.

Structure (XYZ):
```
13
C3H7O2S (ωB97M-V/def2-TZVPD)
C -0.50470 -1.28429 0.02191
C 0.68722 -1.79197 -0.10214
C -0.31366 1.39407 0.84937
O 1.60468 0.74281 -0.86813
O -2.43252 0.27968 -0.31333
S -0.98044 0.35916 -0.57941
H -1.43634 -1.93740 -0.00701
H 1.45059 -1.20152 -0.53389
H 1.59654 1.43819 -1.54918
H 0.91050 -2.79842 0.09232
H -0.41272 2.49378 0.59529
H -0.88979 1.17476 1.78298
H 0.72063 1.13114 0.61121
```

Short version: 1 is the most stable of them.